No. 1
Formula: C6H9O2
Source: OMol25
Level of theory: ωB97M-V/def2-TZVPD

Positions of all 17 atoms, in Å:
C: 2.037 1.185 -0.968
C: 0.743 -1.748 -0.164
C: -0.525 -1.205 -0.931
C: 0.292 -0.258 0.005
C: -1.289 1.390 0.723
C: -0.551 0.140 1.109
O: 2.966 0.484 -0.754
O: 1.541 2.105 -1.509
H: 0.513 -2.592 0.551
H: 1.675 -1.795 -0.685
H: -0.458 -0.970 -2.051
H: -1.470 -1.607 -0.647
H: -2.073 1.148 0.008
H: -0.598 2.113 0.187
H: -1.765 1.906 1.661
H: -1.208 -0.678 1.467
H: 0.171 0.382 1.998

The spin multiplicity is 1. Its net charge is -1. As for the HOMO energy: -0.0944 hartree. The value obtained for the orbital gap is 6.73 eV. For the energy above the lowest of the compared OMol25 structures with the same formula, charge and spin, the calculation gives 62.4 kcal per mole.

=====

No. 2
Formula: C6H9O2
Source: OMol25
Level of theory: ωB97M-V/def2-TZVPD

Positions of all 17 atoms, in Å:
C: 1.522 2.080 -1.435
C: 0.489 1.632 -0.427
C: 0.422 0.380 -0.005
C: -0.515 -0.133 1.040
C: -1.425 -1.280 0.589
C: -0.690 -2.646 0.474
O: 0.484 -2.587 0.012
O: -1.330 -3.653 0.838
H: 1.106 2.284 -2.427
H: 2.307 1.341 -1.493
H: 1.986 2.994 -1.121
H: -0.183 2.401 -0.041
H: 0.994 -0.474 -0.371
H: -1.125 0.641 1.524
H: 0.138 -0.510 1.841
H: -2.210 -1.420 1.334
H: -1.971 -1.051 -0.332

As for the SMILES: C/C=C/CCC(=O)[O-]. The spin multiplicity is 1. Its net charge is -1. As for the HOMO energy: -0.1489 hartree. The value obtained for the orbital gap is 7.75 eV. For the energy above the lowest of the compared OMol25 structures with the same formula, charge and spin, the calculation gives 1.5 kcal per mole.

=====

No. 3
Formula: C6H9O3P
Source: OMol25
Level of theory: ωB97M-V/def2-TZVPD

Positions of all 19 atoms, in Å:
C: -2.037 -0.632 -1.366
C: -0.565 -1.002 0.475
C: 0.466 0.398 -1.090
C: 0.406 0.193 0.403
C: 0.001 1.469 1.163
C: 1.747 -0.416 0.938
O: -3.060 -0.294 -1.897
O: -0.606 0.005 -3.607
O: -1.817 -0.681 -0.047
P: -0.444 -0.367 -2.253
H: -0.105 -1.762 -0.167
H: -0.792 -1.490 1.460
H: 1.226 1.073 -1.461
H: -0.584 1.259 2.103
H: -0.748 2.109 0.461
H: 0.768 2.112 1.444
H: 1.411 -0.739 1.981
H: 2.714 0.088 1.033
H: 2.018 -1.323 0.425

As for the expectation value of S²: 2.010. The spin multiplicity is 3. As for the HOMO energy (alpha / beta): -0.2559 / -0.3763 hartree. The value obtained for the orbital gap (alpha / beta) is 7.48 / 7.64 eV. For the energy above the lowest of the compared OMol25 structures with the same formula, charge and spin, the calculation gives 48.7 kcal per mole.

=====

No. 4
Formula: C6HO6Pt
Source: OMol25
Level of theory: ωB97M-V/def2-TZVPD

Positions of all 14 atoms, in Å:
O: -2.335 0.185 -1.842
C: -1.709 0.422 -0.911
Pt: 0.128 -0.135 -0.024
O: -0.422 -2.305 -2.358
C: 0.012 -1.650 -1.516
C: 1.928 -0.778 0.638
O: 2.964 -1.220 0.860
C: -0.239 1.453 1.294
O: 0.489 1.846 2.170
C: 0.978 1.224 -1.251
O: 1.549 2.048 -1.814
H: -1.192 1.955 1.080
O: -1.356 -1.773 2.263
C: -0.795 -1.273 1.411

As for the expectation value of S²: 6.020. The spin multiplicity is 5. Its net charge is +3. As for the HOMO energy (alpha / beta): -0.8154 / -1.0464 hartree. The value obtained for the orbital gap (alpha / beta) is 7.53 / 7.16 eV. For the energy above the lowest of the compared OMol25 structures with the same formula, charge and spin, the calculation gives 0.0 kcal per mole.

=====

No. 5
Formula: C6N3PdS3Se
Source: OMol25
Level of theory: ωB97M-V/def2-TZVPD

Positions of all 14 atoms, in Å:
Pd: -0.543 0.232 0.232
S: -0.772 0.289 2.662
C: -0.970 1.996 2.933
C: -1.066 2.389 4.317
N: -1.145 2.667 5.434
C: -1.009 2.964 1.969
S: -0.855 2.723 0.263
C: -1.161 4.338 2.389
N: -1.286 5.445 2.691
S: 2.378 -1.049 -0.912
C: 1.179 -0.384 -0.178
Se: -1.591 -1.280 -1.623
C: -2.823 -0.471 -0.496
N: -3.754 -0.089 0.085

As for the expectation value of S²: 0.762. The spin multiplicity is 2. Its net charge is -2. As for the HOMO energy (alpha / beta): -0.0201 / -0.0293 hartree. The value obtained for the orbital gap (alpha / beta) is 5.01 / 5.22 eV. For the energy above the lowest of the compared OMol25 structures with the same formula, charge and spin, the calculation gives 30.6 kcal per mole.

=====

No. 6
Formula: C70H150N17O7P3
Source: OMol25
Level of theory: ωB97M-V/def2-TZVPD

Positions of all 247 atoms, in Å:
C: -28.435 13.189 17.311
N: -27.987 12.124 18.129
C: -26.913 12.480 19.064
P: -29.023 10.874 18.575
O: -28.449 10.052 19.718
N: -30.492 11.506 18.996
C: -31.524 11.967 18.077
C: -31.088 11.272 20.245
N: -29.354 10.017 17.224
C: -30.579 9.206 17.153
C: -28.423 9.865 16.119
H: -27.607 13.600 16.734
H: -28.890 13.976 17.847
H: -29.094 12.712 16.542
H: -26.095 13.049 18.586
H: -26.512 11.553 19.459
H: -27.170 13.002 20.014
H: -32.456 11.380 18.072
H: -31.786 13.003 18.281
H: -31.154 12.068 17.027
H: -31.295 12.169 20.723
H: -32.110 10.841 20.165
H: -30.468 10.646 20.883
H: -30.337 8.118 17.299
H: -31.220 9.469 17.986
H: -31.182 9.360 16.250
H: -27.518 10.376 16.400
H: -28.795 10.193 15.172
H: -28.066 8.860 15.937
C: -29.254 5.192 16.165
N: -28.227 4.124 16.004
C: -28.794 2.874 16.423
P: -27.708 4.117 14.394
O: -28.627 3.867 13.252
N: -26.992 5.644 14.272
C: -26.003 6.003 15.229
C: -26.704 6.100 12.879
N: -26.466 2.959 14.426
C: -26.069 2.223 13.249
C: -25.580 2.912 15.573
H: -28.882 6.129 15.792
H: -29.468 5.299 17.231
H: -30.187 5.016 15.743
H: -28.342 2.047 15.927
H: -29.896 2.847 16.313
H: -28.587 2.725 17.510
H: -24.970 5.640 14.983
H: -25.842 7.125 15.296
H: -26.289 5.546 16.215
H: -27.276 5.534 12.149
H: -26.856 7.207 12.725
H: -25.695 5.882 12.569
H: -25.730 1.247 13.577
H: -26.910 2.107 12.526
H: -25.240 2.650 12.741
H: -26.004 3.481 16.456
H: -24.619 3.255 15.267
H: -25.435 1.846 15.788
C: -19.933 8.881 23.273
N: -20.201 9.363 21.944
C: -21.425 8.818 21.416
P: -19.973 11.003 21.953
O: -20.713 11.947 22.814
N: -18.368 11.081 22.420
C: -17.356 10.368 21.722
C: -17.907 12.281 23.110
N: -20.201 11.406 20.329
C: -19.566 10.639 19.171
C: -20.555 12.794 19.978
H: -18.938 9.186 23.688
H: -20.019 7.751 23.370
H: -20.725 9.212 23.914
H: -22.306 9.098 22.046
H: -21.328 7.743 21.302
H: -21.696 9.181 20.446
H: -17.013 9.509 22.352
H: -17.644 9.771 20.788
H: -16.555 11.079 21.407
H: -17.385 12.970 22.390
H: -18.784 12.796 23.539
H: -17.277 12.076 23.905
H: -19.591 9.543 19.335
H: -20.070 10.877 18.235
H: -18.447 10.963 18.958
H: -20.993 13.383 20.754
H: -21.177 12.779 19.109
H: -19.672 13.348 19.666
C: -16.606 10.772 16.046
C: -17.736 10.912 14.983
C: -18.759 9.821 15.345
C: -18.350 12.298 14.885
C: -17.427 13.309 14.150
C: -17.239 12.830 12.690
C: -16.522 11.477 12.681
C: -16.668 10.887 11.296
C: -15.012 11.614 12.854
N: -17.287 10.572 13.608
O: -16.697 9.276 13.622
H: -16.240 9.690 16.037
H: -15.639 11.335 15.888
H: -17.040 10.910 17.029
H: -18.267 8.845 15.374
H: -19.223 9.873 16.405
H: -19.656 9.883 14.731
H: -19.256 12.276 14.333
H: -18.485 12.673 15.883
H: -17.828 14.342 14.177
H: -16.448 13.260 14.658
H: -16.606 13.521 12.123
H: -18.241 12.775 12.222
H: -16.076 11.556 10.627
H: -17.630 10.762 10.813
H: -16.089 10.001 11.337
H: -14.740 12.250 11.977
H: -14.471 10.667 12.666
H: -14.667 12.089 13.776
H: -15.796 9.226 14.045
C: -20.002 5.379 18.856
C: -19.480 6.372 17.788
C: -18.498 7.305 18.418
C: -18.651 5.793 16.660
C: -19.417 4.924 15.706
C: -20.441 5.898 15.081
C: -21.319 6.560 16.156
C: -22.268 7.719 15.510
C: -22.272 5.520 16.704
N: -20.504 7.222 17.139
O: -21.315 7.672 18.224
H: -20.937 5.764 19.268
H: -20.176 4.356 18.486
H: -19.335 5.338 19.706
H: -17.458 6.955 18.447
H: -18.483 8.178 17.713
H: -18.868 7.565 19.491
H: -18.257 6.666 15.984
H: -17.814 5.294 17.125
H: -18.731 4.495 14.914
H: -19.989 4.157 16.214
H: -21.142 5.472 14.364
H: -19.941 6.718 14.552
H: -21.738 8.618 15.347
H: -23.044 7.863 16.206
H: -22.588 7.383 14.523
H: -23.012 5.978 17.359
H: -21.891 4.608 17.221
H: -22.821 5.077 15.876
H: -21.286 8.619 18.098
C: -23.494 8.533 8.511
C: -23.749 8.760 9.983
C: -25.223 8.569 10.229
C: -22.859 7.738 10.823
C: -21.392 8.155 11.009
C: -21.338 9.593 11.563
C: -22.108 10.630 10.682
C: -22.214 11.920 11.446
C: -21.287 10.867 9.435
N: -23.405 10.059 10.492
O: -24.304 11.010 9.825
H: -22.457 8.331 8.386
H: -24.125 7.665 8.328
H: -23.885 9.344 7.854
H: -25.372 8.879 11.245
H: -25.882 9.091 9.547
H: -25.403 7.520 10.121
H: -23.233 7.690 11.851
H: -22.948 6.814 10.237
H: -20.950 7.604 11.806
H: -20.677 7.951 10.186
H: -20.272 9.912 11.627
H: -21.710 9.637 12.567
H: -22.770 12.684 10.879
H: -21.270 12.387 11.609
H: -22.675 11.799 12.401
H: -21.192 10.011 8.725
H: -20.281 11.221 9.706
H: -21.716 11.721 8.898
H: -24.897 11.121 10.613
C: -23.563 4.174 20.077
C: -24.580 5.177 20.425
C: -23.813 6.423 20.821
C: -25.613 5.423 19.343
C: -26.636 4.294 19.129
C: -27.285 4.036 20.512
C: -26.410 3.830 21.714
C: -27.329 3.986 22.899
C: -25.831 2.430 21.759
N: -25.356 4.922 21.660
O: -24.478 4.740 22.755
H: -23.081 4.473 19.191
H: -22.764 4.152 20.923
H: -23.990 3.194 19.880
H: -23.238 6.871 20.009
H: -24.437 7.200 21.295
H: -22.984 6.149 21.501
H: -26.029 6.421 19.646
H: -25.132 5.736 18.370
H: -27.360 4.601 18.347
H: -26.052 3.485 18.772
H: -27.931 3.171 20.497
H: -27.957 4.926 20.727
H: -27.782 4.930 23.015
H: -26.846 3.767 23.871
H: -28.102 3.253 22.897
H: -25.213 2.267 22.642
H: -25.259 2.128 20.884
H: -26.676 1.708 21.686
H: -24.907 5.266 23.401
C: -25.688 11.037 12.651
C: -25.008 10.153 13.543
C: -24.242 10.953 14.350
N: -24.457 12.247 14.029
C: -25.347 12.298 12.953
H: -26.354 10.807 11.814
H: -25.003 9.094 13.543
H: -23.576 10.656 15.178
H: -24.077 13.024 14.600
H: -25.820 13.230 12.618
C: -23.544 15.341 15.532
C: -23.107 14.111 16.102
C: -21.826 13.881 15.657
N: -21.529 14.921 14.832
C: -22.513 15.840 14.784
H: -24.491 15.822 15.647
H: -23.645 13.291 16.557
H: -21.235 12.979 15.657
H: -20.646 14.989 14.379
H: -22.404 16.742 14.170
C: -24.454 9.545 17.971
C: -23.396 10.422 18.013
C: -23.332 10.971 19.293
N: -24.333 10.332 20.038
C: -24.964 9.422 19.236
H: -24.920 9.131 17.091
H: -22.682 10.610 17.198
H: -22.724 11.712 19.681
H: -24.696 10.424 20.984
H: -25.921 8.789 19.486
C: -25.390 9.884 23.584
C: -25.969 11.081 23.066
C: -24.970 11.989 23.110
N: -23.946 11.487 23.736
C: -24.128 10.209 24.028
H: -25.862 8.849 23.613
H: -26.914 11.174 22.496
H: -24.886 13.040 22.755
H: -23.003 11.831 23.908
H: -23.410 9.614 24.592

As for the SMILES: CN(C)P(=O)(N(C)C)N(C)C.CN(C)P(=O)(N(C)C)N(C)C.CN(C)P(=O)(N(C)C)N(C)C.CC1(C)CCCC(C)(C)N1O.CC1(C)CCCC(C)(C)N1O.CC1(C)CCCC(C)(C)N1O.CC1(C)CCCC(C)(C)N1O.c1cc[nH]c1.c1cc[nH]c1.c1cc[nH]c1.c1cc[nH]c1. The spin multiplicity is 1. As for the HOMO energy: -0.2883 hartree. The value obtained for the orbital gap is 8.20 eV. For the energy above the lowest of the compared OMol25 structures with the same formula, charge and spin, the calculation gives 0.0 kcal per mole.